Record 1
Here is a molecular structure, C12H37HgO7 from OMol25. Energies are from ωB97M-V with the def2-TZVPD basis set.

```
! wB97M-V def2-TZVPD RIJCOSX def2/J DEFGRID3
* xyz 1 1
Hg -0.77581 -2.15835 -0.26431
O 0.35926 -0.17617 -0.16642
H 0.82275 0.33833 -0.85562
C -4.09683 2.17105 -0.06729
C -3.00199 1.03021 0.00897
O -1.78802 1.56249 -0.44555
H -3.91913 2.61279 -1.04780
H -3.95267 2.96035 0.67049
H -5.08812 1.72052 -0.01738
H -3.40513 0.17776 -0.53776
H -2.96338 0.74813 1.06113
H -1.06880 0.95371 -0.26194
C 3.39522 -2.69905 -2.21480
C 2.01467 -2.15123 -2.54648
O 1.16290 -2.82074 -1.67028
H 3.48878 -3.73612 -2.53703
H 3.62563 -2.54721 -1.16031
H 4.06861 -2.05171 -2.77659
H 1.66822 -2.25920 -3.57430
H 1.92483 -1.07813 -2.37771
H 1.21001 -3.72162 -1.99860
C -0.86759 -2.08118 4.22439
C -1.95961 -1.83354 3.15791
O -1.32369 -1.33361 1.97994
H -0.38544 -3.04622 4.06839
H -1.27225 -2.00827 5.23386
H -0.05921 -1.35053 4.19671
H -2.56174 -1.04031 3.60100
H -2.59309 -2.69171 2.93353
H -0.87175 -0.53480 2.26151
C 1.55826 1.67574 4.33211
C 1.55417 0.97523 2.97572
O 0.28856 0.92476 2.31589
H 2.49163 1.47932 4.85970
H 0.74999 1.20598 4.89259
H 1.33843 2.72159 4.11766
H 1.92617 -0.04879 3.00891
H 2.19262 1.55636 2.31030
H 0.43812 0.49083 1.47272
C -2.31276 0.51121 -3.66930
C -1.20404 -0.33927 -3.10950
O -1.84635 -1.31963 -2.25402
H -1.98499 1.19846 -4.44927
H -2.80528 0.98857 -2.82217
H -3.08504 -0.03533 -4.21060
H -0.46372 0.29060 -2.61624
H -0.70005 -0.85149 -3.92910
H -2.28542 -1.89564 -2.88412
C 2.35037 2.75557 -0.70273
C 2.71177 1.59039 -1.52211
O 3.01434 0.55532 -0.63780
H 1.59172 2.63743 0.07096
H 1.88936 3.50746 -1.34322
H 3.21616 3.28669 -0.30722
H 3.52150 1.74492 -2.23524
H 1.88852 1.27813 -2.16465
H 2.17934 0.15993 -0.37695
*
```

orbital gap: 6.02 eV
HOMO level: -12.50 eV
E_LUMO: -6.5 eV

Results of the natural (NBO) charge analysis, in e, for atoms 1 through 5:
1 Hg 1.655
2 O -1.270
3 H 0.460
4 C -0.618
5 C -0.070

---

Record 2
Here is a molecular structure, C43H47BrN2OP2S2Si2Ti from OMol25. Energies are from ωB97M-V with the def2-TZVPD basis set.

```
! wB97M-V def2-TZVPD RIJCOSX def2/J DEFGRID3
* xyz -1 2
Ti -0.40091 -0.84473 -0.27408
C 3.70024 -2.56633 -0.95107
Si 3.12819 -1.48533 0.45050
C 2.89411 -2.56724 1.94901
C 4.65656 -0.44826 0.81580
N 1.68894 -0.54538 0.12113
P 1.67910 0.89754 -0.64494
C 0.18887 1.24056 -1.28768
P -1.10257 1.75907 -0.36754
N -1.86205 0.46281 0.32881
Si -3.54458 0.29950 0.75432
C -4.62495 0.39465 -0.75124
C -4.16727 1.61134 1.93878
C -3.83148 -1.31130 1.64730
C -0.76944 2.96225 0.96656
C -0.33284 4.25531 0.67820
C -0.04607 5.14795 1.69895
C -0.18769 4.75654 3.02669
C -0.60475 3.46845 3.32427
C -0.88909 2.57702 2.29588
C -2.28355 2.64781 -1.45245
C -2.37114 2.25469 -2.78670
C -3.30545 2.83335 -3.63191
C -4.15228 3.82948 -3.16277
C -4.05637 4.24920 -1.84367
C -3.12768 3.65754 -0.99599
C 2.84637 0.76623 -2.07206
C 2.39317 0.03951 -3.17683
C 3.20348 -0.15993 -4.27991
C 4.48938 0.37228 -4.30906
C 4.95125 1.09939 -3.22560
C 4.13262 1.29095 -2.11469
C 2.39335 2.19010 0.43307
C 2.73640 3.43555 -0.09335
C 3.23088 4.44050 0.72454
C 3.35953 4.22016 2.09180
C 2.98658 2.99774 2.63144
C 2.51087 1.98854 1.80259
H 4.59811 -3.10238 -0.62479
H 3.96583 -1.96398 -1.82393
H 2.95620 -3.30157 -1.24743
H 3.87612 -2.93972 2.25474
H 2.26031 -3.42943 1.73743
H 2.45766 -2.02548 2.79121
H 5.35109 -1.09824 1.35690
H 4.49742 0.44394 1.42195
H 5.14554 -0.13899 -0.10980
H -4.81773 1.43829 -1.01631
H -5.58794 -0.08616 -0.55438
H -4.16754 -0.08665 -1.61566
H -4.04114 2.63058 1.57145
H -3.69052 1.54696 2.91931
H -5.24055 1.44087 2.07453
H -3.26215 -2.14431 1.23267
H -4.89369 -1.56713 1.59355
H -3.56150 -1.21375 2.70140
H -0.21179 4.56183 -0.35508
H 0.29599 6.14754 1.46202
H 0.03443 5.45412 3.82475
H -0.70647 3.15298 4.35524
H -1.21466 1.56890 2.52094
H -1.70145 1.48841 -3.15521
H -3.36931 2.50034 -4.65993
H -4.88038 4.28147 -3.82535
H -4.70429 5.03215 -1.46991
H -3.06855 3.99896 0.03039
H 1.38308 -0.36038 -3.17633
H 2.82903 -0.72868 -5.12165
H 5.12335 0.22011 -5.17408
H 5.95109 1.51568 -3.23418
H 4.52385 1.84190 -1.26932
H 2.60594 3.62060 -1.15368
H 3.50046 5.39944 0.29997
H 3.74039 5.00420 2.73455
H 3.06496 2.82770 3.69788
H 2.22023 1.02986 2.21936
Br -0.46335 -1.42270 2.62729
C -0.47846 -3.29539 2.32809
C -0.67259 -4.07872 3.42038
C -0.60279 -5.48758 3.27941
C -0.30150 -6.02600 2.06996
C -0.08240 -5.20392 0.93056
C 0.30308 -5.78084 -0.30229
C 0.54285 -4.97943 -1.37419
C 0.34052 -3.58072 -1.29088
C -0.05609 -2.93534 -0.13722
C -0.21334 -3.79009 1.01175
H -0.85919 -3.62991 4.38571
H -0.76587 -6.11986 4.14297
H -0.21169 -7.10036 1.95547
H 0.41024 -6.85788 -0.36780
H 0.86044 -5.41653 -2.31452
H 0.50854 -3.00942 -2.19784
C -3.52632 -3.96472 -0.63216
O -2.81019 -2.80118 -1.03526
C -2.64332 -2.49203 -2.32743
S -3.45615 -3.26581 -3.55648
S -1.50560 -1.21154 -2.53949
H -4.50832 -3.66360 -0.26449
H -2.94199 -4.40341 0.17697
H -3.63760 -4.66047 -1.45985
*
```

orbital gap (alpha / beta): 6.40 / 7.27 eV
expectation value of S²: 0.76
HOMO level (alpha / beta): -4.02 / -4.89 eV
E_LUMO (alpha / beta): 2.4 / 2.4 eV

Results of the Mulliken charge analysis, in e, for atoms 1 through 5:
1 Ti -2.259
2 C -0.877
3 Si -0.035
4 C -1.039
5 C -1.161

---

Record 3
Here is a molecular structure, C33H35N4O3PSSeTi from OMol25. Energies are from ωB97M-V with the def2-TZVPD basis set.

```
! wB97M-V def2-TZVPD RIJCOSX def2/J DEFGRID3
* xyz -2 1
Ti -0.39211 -0.23553 0.88327
O 0.51169 2.98232 -3.48476
C 0.62857 1.80551 -4.14632
C 0.80864 1.84388 -5.55124
C 1.19854 0.76351 -6.22198
C 1.59548 -0.42131 -5.49121
C 1.31148 -0.48486 -4.16974
C 0.76323 0.61268 -3.45063
C 0.30339 0.56531 -2.11736
O 0.21834 -0.68923 -1.55015
N 0.16213 1.68510 -1.44538
N 0.08851 1.47739 -0.07017
C -0.26531 2.57072 0.63609
C -0.20060 2.67278 2.09280
C -0.58673 3.86393 2.72574
C -0.10144 4.26074 3.93844
C 0.76449 3.37499 4.64027
C 0.91138 2.05126 4.22397
C 0.40705 1.67892 2.95765
O 0.30936 0.37876 2.58893
H 0.41122 2.71067 -2.52781
H 0.73850 2.85647 -6.01689
H 1.34944 0.76025 -7.29807
H 1.98322 -1.38910 -5.90645
H 1.33452 -1.39397 -3.54316
H -0.94061 3.28122 0.11766
H -1.28725 4.50850 2.14919
H -0.37444 5.20941 4.41095
H 1.21168 3.75834 5.54785
H 1.47800 1.32480 4.84582
Se -2.60733 -0.42787 1.87500
C -2.56425 -0.26286 3.85454
C -3.58212 0.64374 4.32696
C -3.77040 0.73443 5.72223
N -3.10744 0.00063 6.59420
C -2.31740 -0.94896 6.11634
C -1.92946 -0.99776 4.78468
H -4.06601 1.44161 3.71858
H -4.46467 1.48522 6.10090
H -2.01386 -1.70788 6.81567
H -1.00360 -1.40313 4.45912
C 5.30757 1.98522 2.20406
P 4.35496 1.04888 0.99264
C 3.55829 2.36339 -0.03515
C 5.68298 0.37558 -0.09809
H 6.00667 2.75951 1.71197
H 5.85109 1.34755 2.94824
H 4.49831 2.40257 2.76183
H 4.06233 3.35620 0.07593
H 2.57036 2.34277 0.28164
H 3.60162 1.94185 -1.02651
H 6.58541 0.98914 -0.00102
H 5.25647 0.26791 -1.07735
H 5.97229 -0.65642 0.20148
S 3.55568 -2.16607 1.43940
C 2.00242 -1.95712 1.26483
N 0.78842 -1.74670 1.07823
C -0.17926 -3.47203 -1.36861
C -1.37177 -2.51109 -1.17058
C -2.15416 -3.00031 0.01832
C -1.03419 -1.08542 -1.00247
C -2.44254 -2.74455 -2.33020
C -3.45537 -1.82242 -2.63212
C -4.42849 -2.13916 -3.63435
C -4.29060 -3.28749 -4.35573
C -3.32093 -4.27293 -4.02991
C -2.38478 -3.99784 -3.02435
H 0.29454 -3.55888 -2.35684
H -0.42275 -4.44593 -0.99975
H 0.62417 -3.17011 -0.67361
H -1.53947 -2.96466 0.99688
H -2.44521 -4.03366 -0.16676
H -3.05880 -2.38866 0.28967
H -1.88426 -0.51302 -1.45122
H -3.57186 -0.92296 -2.10630
H -5.37052 -1.53262 -3.69669
H -5.05817 -3.65895 -5.07706
H -3.34873 -5.29640 -4.43543
H -1.72552 -4.77581 -2.65049
*
```

orbital gap (alpha / beta): 3.73 / 3.75 eV
HOMO level (alpha / beta): 0.62 / 0.60 eV
E_LUMO (alpha / beta): 4.3 / 4.3 eV

Results of the Mulliken charge analysis, in e, for atoms 1 through 5:
1 Ti -0.761
2 O -0.710
3 C 0.481
4 C -0.663
5 C -0.332

---

Record 4
Here is a molecular structure, C8H13CrN4O7 from OMol25. Energies are from ωB97M-V with the def2-TZVPD basis set.

```
! wB97M-V def2-TZVPD RIJCOSX def2/J DEFGRID3
* xyz 2 2
Cr 0.35964 -0.64594 -1.03778
C 0.57349 -0.21276 2.75393
C 0.76436 0.84068 1.72332
N 0.72232 0.69487 0.40509
C 0.99194 1.93021 -0.16684
C 1.19576 2.83557 0.81899
N 1.04453 2.13169 1.98161
C 1.48156 4.30711 0.89390
O 1.65380 4.95498 -0.24246
O 1.52186 4.80413 1.98002
C 1.13480 1.92938 -1.63015
O 1.37922 2.87224 -2.30911
O 0.98280 0.65933 -2.12086
H 0.34686 -1.16915 2.28682
H -0.23676 0.04527 3.43634
H 1.48179 -0.32605 3.34720
H 1.14106 2.57396 2.89111
H 1.58666 4.39122 -1.03594
C -2.22565 -4.51473 -0.53677
O -2.75597 -3.16872 -0.82218
C -1.97218 -2.16783 -0.86404
O -0.70733 -2.21876 -0.69114
N -2.54401 -0.98480 -1.09770
N -1.66557 0.10336 -1.24329
H -3.10577 -5.11548 -0.34950
H -1.58407 -4.47490 0.33701
H -1.69229 -4.86779 -1.41322
H -3.53491 -0.89514 -1.28775
H -1.94030 0.84562 -0.60122
H -1.73460 0.47191 -2.19351
O 2.15188 -1.66600 -0.95451
H 2.23671 -2.62487 -0.86115
H 2.94838 -1.33859 -1.39621
*
```

orbital gap (alpha / beta): 7.53 / 8.11 eV
expectation value of S²: 0.76
HOMO level (alpha / beta): -16.62 / -16.61 eV
E_LUMO (alpha / beta): -9.1 / -8.5 eV

Results of the natural (NBO) charge analysis, in e, for atoms 1 through 5:
1 Cr 1.391
2 C -0.675
3 C 0.454
4 N -0.517
5 C -0.053

---

| no. | molecular weight (g/mol) |
| --- | --- |
| 1 | 494.01 |
| 2 | 917.89 |
| 3 | 725.54 |
| 4 | 329.21 |